*P*
This record from the Open Molecules 2025 dataset describes C5H9NO3S in the gas phase. The level of theory is the ωB97M-V functional and the def2-TZVPD basis.

Cartesian coordinates (Å):
C (-0.2638, 0.4474, 0.4449)
C (-0.5388, 0.8411, -1.0515)
C (-1.2378, 1.9669, -1.2415)
C (-0.1035, -0.2721, -2.0095)
C (1.1078, -1.2470, 1.4746)
N (-0.4887, 1.0856, 1.5173)
O (1.2666, 1.5649, 3.3203)
O (-1.0434, 2.0428, 3.9866)
O (0.5318, -0.6225, 0.2967)
S (-0.1354, 1.2891, 3.2712)
H (-1.6381, 1.9652, -2.2580)
H (-0.3418, 0.0204, 3.8749)
H (-1.4006, 2.7729, -0.5199)
H (0.7213, 0.1578, -2.5828)
H (-0.7989, -0.5376, -2.7191)
H (0.2005, -1.1147, -1.5797)
H (1.7958, -1.9518, 0.9418)
H (0.4497, -1.7736, 2.1783)
H (1.7388, -0.5158, 2.0384)

The value obtained for the highest occupied orbital energy is -0.3610 Ha. As for the orbital gap: 10.19 eV. The SMILES is C=C(C)/C(=N/[SH](=O)=O)OC.


*Q*
This record from the Open Molecules 2025 dataset describes C5H9NO3S as an isolated structure. The level of theory is the ωB97M-V functional and the def2-TZVPD basis.

Cartesian coordinates (Å):
C (-0.4285, 0.0247, -0.1199)
C (0.0318, 1.2614, -0.1117)
C (-1.8240, -0.4930, 0.0828)
C (-0.7127, 2.5649, 0.0337)
C (0.7250, -2.2348, -0.1203)
N (0.6657, -0.8397, -0.5425)
O (3.1513, -0.2683, -0.7034)
O (2.0995, -0.1850, 1.5789)
O (1.3824, 1.4151, -0.3266)
S (2.0331, -0.0792, 0.1222)
H (-1.8936, -1.1642, 1.0761)
H (-2.2035, -1.0642, -0.7756)
H (-2.5387, 0.3572, -0.0820)
H (-0.4315, 3.0171, 0.9174)
H (-1.7213, 2.2485, -0.0008)
H (-0.6086, 3.1238, -0.9197)
H (1.7515, -2.5455, -0.5114)
H (0.5447, -2.3176, 0.9817)
H (-0.0227, -2.8213, -0.5791)

The value obtained for the highest occupied orbital energy is -0.3213 Ha. As for the orbital gap: 9.42 eV.


Which one sits at the bottom of the stability order? *P* does.